# C5H12N2

One molecule with the formula C5H12N2 at a distorted geometry (ωB97M-V/def2-TZVPD, the OMol25 dataset).

Calculated values
Max |F| (eV Å⁻¹): 3.00
LUMO (Ha): 0.0258
Multiplicity: 1
Energy above the lowest of the compared OMol25 structures with the same formula, charge and spin (kcal per mole): 82.0
SMILES: CN/C=C/CCN
Total energy (a.u.): -307.09859
Kohn-Sham gap (eV): 8.1
Molecular weight (g mol⁻¹): 100.16

Bonds (Å) are listed after each position.
Element x y z (Å)
1 C -1.24162 -1.94503 0.18317  C2 1.537, N7 1.451, H8 1.098, H9 1.092
2 C 0.12882 -1.29288 -0.05875  C1 1.537, C3 1.540, H10 1.099, H11 1.120
3 C 0.49203 -0.15877 0.91792  C2 1.540, C4 1.370, H12 1.100
4 C 1.04879 0.99824 0.43978  C3 1.370, N5 1.407, H13 1.122
5 N 0.75011 2.33474 0.76196  C4 1.407, C6 1.459, H14 1.010
6 C 0.71247 3.29064 -0.33909  N5 1.459, H15 1.097, H16 1.110, H17 1.082
7 N -1.60738 -2.85581 -0.88580  C1 1.451, H18 1.015, H19 1.016
8 H -1.89265 -1.06704 0.28580  C1 1.098
9 H -1.24166 -2.42820 1.16286  C1 1.092
10 H 0.13339 -1.03312 -1.12638  C2 1.099
11 H 0.97578 -2.01504 0.06519  C2 1.120
12 H 1.00236 -0.63575 1.76708  C3 1.100
13 H 1.56145 0.91446 -0.55440  C4 1.122
14 H -0.17090 2.22431 1.16157  N5 1.010
15 H 0.80435 4.32516 0.01301  C6 1.097
16 H -0.20136 3.24899 -0.96724  C6 1.110
17 H 1.54926 3.03318 -0.97464  C6 1.082
18 H -2.05545 -3.71081 -0.57182  N7 1.015
19 H -0.74780 -3.22724 -1.28023  N7 1.016

natural (NBO) atomic charge list, values in e, 6 entries: -0.209 -0.426 -0.432 0.120 -0.597 -0.408